{
  "formula": "C6H14O",
  "method": "the ωB97M-V functional and the def2-TZVPD basis",
  "spin_multiplicity": 1,
  "relative_energy_kcal_mol": 135.70,
  "homo_ev": -7.5,
  "orbital_gap_ev": 8.35,
  "lumo_energy_ev": 0.898,
  "species": ["C", "C", "C", "C", "C", "O", "C", "H", "H", "H", "H", "H", "H", "H", "H", "H", "H", "H", "H", "H", "H"],
  "coordinates": [[1.859, 2.263, -1.566], [1.727, 0.931, -1.123], [1.083, 0.640, 0.158], [0.599, -0.736, 0.523], [-0.925, -0.772, 0.611], [-1.302, -2.075, 0.982], [-2.695, -2.214, 1.076], [2.082, 3.045, -0.844], [0.128, 2.364, -1.043], [2.186, 2.456, -2.584], [1.585, 0.160, -1.883], [2.557, 0.535, -0.382], [1.293, 1.341, 0.964], [-0.231, 1.923, -0.433], [1.000, -1.084, 1.482], [0.908, -1.460, -0.241], [-1.284, -0.037, 1.351], [-1.364, -0.494, -0.362], [-3.119, -1.534, 1.833], [-2.902, -3.245, 1.371], [-3.186, -2.008, 0.112]]
}